Entry 1:
Formula: C36H39N3O3ReTe
Source: OMol25
Level of theory: ωB97M-V with the def2-TZVPD basis set

For the relative energy (zero: lowest compared OMol25 entry of this formula, charge and spin), the calculation gives 2.020 eV. As for the HOMO-LUMO gap (alpha / beta): 7.2 / 7.1 eV. The spin multiplicity is 2. Its total charge is +2. Its LUMO energy (alpha / beta) is -6.38 / -6.47 eV.

Structure (XYZ):
```
83
C36H39N3O3ReTe, DFT ωB97M-V with the def2-TZVPD basis set
Re -0.449 -0.669 -0.554
Te -1.521 3.229 -2.732
O -1.120 -2.453 1.739
O 0.723 -1.014 -2.307
O -1.042 1.445 -0.364
N 0.828 -1.856 -1.308
N -0.399 -2.369 0.577
N -2.852 2.411 -1.447
C 0.000 1.357 1.913
C -3.342 0.991 0.429
C 0.374 -3.371 0.208
C -4.988 4.642 -4.924
C -3.404 6.429 -4.923
C -4.290 0.130 -0.123
C 0.501 -4.628 0.996
C -4.196 0.542 2.624
C -2.888 4.373 -3.837
C -2.972 5.752 -0.943
C -2.488 5.659 -4.224
C 1.295 5.521 -0.437
C -1.492 5.573 -0.733
C -5.171 -0.544 0.708
C 1.559 3.608 -2.020
C -1.122 6.231 -3.950
C 0.491 3.401 3.073
C -0.699 4.636 -1.405
C -0.833 6.455 0.123
C 0.832 1.276 4.167
C 1.231 7.445 1.174
C -4.668 5.950 -5.259
C 0.547 6.454 0.277
C -5.121 -0.340 2.079
C 0.387 0.618 3.035
C 0.048 2.754 1.934
C -5.630 6.817 -6.016
C -0.463 0.635 0.758
C -3.301 1.208 1.805
C -4.110 3.817 -4.227
C -4.515 2.387 -3.986
C 1.863 -4.044 -1.872
C 0.697 4.599 -1.282
C 0.884 2.665 4.186
C 1.069 -3.102 -1.041
C -2.437 1.699 -0.501
H -3.161 6.341 -1.843
H -1.051 6.666 -2.952
H -6.596 6.331 -6.137
H -1.424 7.191 0.656
H 1.327 2.576 -1.737
H -3.665 1.701 -4.038
H -4.180 0.721 3.691
H -3.506 4.811 -1.046
H 1.235 -5.289 0.541
H -0.326 5.485 -4.047
H -4.983 2.262 -3.011
H 2.154 -3.566 -2.804
H -0.447 -5.172 1.039
H 2.610 3.778 -1.795
H -2.602 1.915 2.231
H 1.872 6.939 1.898
H -5.223 2.075 -4.750
H -5.904 -1.218 0.284
H -5.237 7.045 -7.008
H 1.226 3.177 5.076
H 2.767 -4.354 -1.345
H 1.279 -4.936 -2.102
H -1.167 -3.387 2.003
H 1.871 8.107 0.590
H -5.943 4.235 -5.233
H -5.817 -0.856 2.726
H -4.333 -0.002 -1.197
H 1.446 3.690 -3.104
H -5.783 7.765 -5.501
H 0.320 -0.462 3.011
H -3.404 6.293 -0.103
H 1.130 0.712 5.040
H -3.116 7.427 -5.232
H -0.898 7.015 -4.671
H -0.270 3.323 1.071
H 2.374 5.509 -0.327
H 0.827 -4.413 2.016
H 0.513 8.058 1.715
H 0.523 4.482 3.100
```


Entry 2:
Formula: C2H6N2S2
Source: OMol25
Level of theory: ωB97M-V with the def2-TZVPD basis set

For the relative energy (zero: lowest compared OMol25 entry of this formula, charge and spin), the calculation gives 4.130 eV. As for the HOMO-LUMO gap: 8.4 eV. The spin multiplicity is 1. Its LUMO energy is -0.04 eV.

Structure (XYZ):
```
12
C2H6N2S2, DFT ωB97M-V with the def2-TZVPD basis set
S -1.075 0.457 -0.383
S 0.899 -0.720 -2.189
N 1.948 -0.248 -0.859
N 0.162 -0.139 0.831
C 1.321 -0.455 0.463
C -2.159 0.748 0.982
H -3.093 1.127 0.452
H -1.637 1.491 1.645
H 1.943 -1.018 1.330
H 1.398 0.414 -3.014
H 2.686 -1.471 -0.870
H -2.393 -0.186 1.613
```


Entry 3:
Formula: C30H72Br8N2O9
Source: OMol25
Level of theory: ωB97M-V with the def2-TZVPD basis set

As for the HOMO-LUMO gap (alpha / beta): 2.1 / 6.0 eV. The spin multiplicity is 2. Its total charge is -1. Its LUMO energy (alpha / beta) is 1.45 / 1.45 eV.

Structure (XYZ):
```
121
C30H72Br8N2O9, DFT ωB97M-V with the def2-TZVPD basis set
Br -2.256 -1.117 -6.443
Br 3.207 -2.961 -2.504
Br 4.360 -2.608 5.564
Br -2.754 1.317 -3.905
Br -1.948 -4.080 -3.002
Br 2.187 1.181 3.700
Br 0.383 -6.307 -1.632
Br 6.582 -3.397 -2.662
O -6.845 1.827 0.346
O 0.781 3.924 -0.855
O 3.611 0.102 -4.817
O 6.914 0.035 -0.592
O -2.355 -0.745 5.809
O -6.788 -2.481 0.924
O -5.970 2.721 -1.412
O -0.397 -0.377 0.021
O 3.761 2.249 -5.419
N -5.919 2.415 -0.235
N 3.191 1.166 -5.276
C 4.206 -3.402 -4.261
C -8.469 -1.064 -0.487
C -8.073 -1.781 0.921
C 4.744 0.830 0.154
C 8.867 1.357 -1.150
C 3.350 -0.476 3.826
C -3.226 -1.496 -4.756
C -3.080 0.402 6.275
C 5.801 0.846 -0.915
C -1.770 -0.329 1.823
C -5.222 -1.606 2.383
C -1.210 3.545 0.276
C 5.692 -2.777 -4.295
C 2.822 4.107 -2.208
C -0.362 -4.888 -0.675
C -3.913 -0.271 -4.154
C -0.339 -0.405 1.459
C -4.606 2.749 0.509
C 0.643 -0.084 -2.120
C 0.010 4.413 0.219
C 3.572 -0.843 5.301
C 8.002 0.130 -1.528
C 2.148 4.436 -0.821
C -0.918 -0.654 5.978
C -5.605 -1.599 0.903
C -0.239 -1.949 5.614
C 0.967 -0.414 -0.679
C -3.222 1.417 5.126
C 1.739 1.218 -5.594
C -0.546 -3.657 -1.602
H -0.878 -2.795 -1.023
H 2.690 -0.866 5.940
H -4.211 1.797 0.865
H 0.430 0.984 -2.097
H 8.509 -0.831 -1.445
H 0.346 -3.301 -2.118
H 4.240 -4.484 -4.383
H -2.357 2.079 5.163
H -0.268 -2.145 4.542
H -9.000 -2.291 1.180
H 2.506 4.936 -2.840
H 2.821 -1.276 3.306
H 9.098 1.193 -0.098
H -0.144 5.481 0.065
H 2.756 3.956 -0.054
H -1.768 -0.640 2.868
H 5.020 1.639 0.831
H -4.058 2.099 5.276
H -0.706 -0.439 7.025
H -0.992 2.494 0.084
H -1.802 3.856 -0.584
H -6.143 -1.550 2.962
H 9.803 1.281 -1.704
H -3.896 3.175 -0.199
H 0.067 0.480 1.951
H -4.741 -1.972 0.355
H 3.778 0.978 -0.328
H -2.477 -1.734 -4.001
H -1.303 -5.347 -0.373
H 0.237 -4.658 0.206
H 4.351 -0.249 5.779
H 7.724 0.266 -2.573
H -8.020 -1.070 1.746
H -7.604 -0.571 -0.929
H 1.407 -1.410 -0.722
H -4.408 -0.488 -3.207
H -4.875 -0.662 2.801
H -0.494 0.215 5.476
H -3.903 -2.341 -4.878
H -0.775 -2.801 6.033
H 1.519 -0.201 -2.758
H -8.859 -1.918 -1.042
H 5.528 0.360 -1.852
H -2.745 0.766 7.247
H 5.751 -1.693 -4.393
H -4.087 0.000 6.378
H -0.227 -0.585 -2.546
H -4.593 -2.447 2.676
H -4.748 -0.005 -4.802
H 3.698 -3.074 -5.168
H -3.314 0.900 4.171
H -2.200 0.667 1.721
H 1.367 2.202 -5.881
H 4.742 -0.146 0.639
H 8.516 2.383 -1.266
H 6.248 -3.252 -5.103
H -2.375 -0.934 1.147
H -5.897 -0.604 0.565
H 1.212 0.937 -4.682
H 0.753 -2.104 6.040
H 0.615 4.318 1.121
H 2.215 5.524 -0.781
H -9.297 -0.364 -0.374
H 4.242 -0.269 3.235
H 1.605 0.361 -0.253
H -4.605 3.321 1.436
H 6.080 1.877 -1.132
H 2.547 3.166 -2.685
H 0.200 -1.314 1.726
H -1.846 3.648 1.155
H 3.895 4.222 -2.058
H 1.594 0.644 -6.509
```


Entry 4:
Formula: C18H17BFNO4
Source: OMol25
Level of theory: ωB97M-V with the def2-TZVPD basis set

For the relative energy (zero: lowest compared OMol25 entry of this formula, charge and spin), the calculation gives 1.836 eV. As for the HOMO-LUMO gap: 8.6 eV. The SMILES is O=C(Cc1ccccc1)N[C@@H](Cc1coc2c(F)cccc12)B(O)O. The spin multiplicity is 1. Its LUMO energy is 0.21 eV.

Structure (XYZ):
```
42
C18H17BFNO4, DFT ωB97M-V with the def2-TZVPD basis set
F 0.774 -6.003 -3.652
O -1.414 0.428 1.776
O -0.844 -4.251 -1.969
O 2.566 -0.176 -1.298
O 1.927 -2.040 0.103
N 0.010 1.137 0.229
C -1.251 2.797 1.483
C -0.625 -1.971 -1.862
C 1.641 -2.747 -4.869
C -1.249 -3.126 -1.398
C -1.399 2.821 5.357
C 0.849 -4.627 -3.718
C -1.210 3.199 2.957
C 1.597 -4.111 -4.767
C 0.934 -1.903 -4.002
C 0.124 -3.800 -2.867
C -0.610 3.908 5.572
C -1.627 2.418 4.053
C -0.854 1.359 1.260
C -0.765 -0.522 -1.476
C 0.186 -2.419 -2.949
C -0.398 4.310 3.230
C 0.159 -0.243 -0.246
C -0.081 4.668 4.523
B 1.630 -0.774 -0.467
H -0.076 -0.851 0.604
H 2.708 -2.577 -0.067
H 1.143 -0.871 -3.918
H 3.314 -0.773 -1.400
H -0.482 4.334 6.561
H -2.176 1.529 3.784
H 2.142 -2.302 -5.664
H 0.528 5.539 4.666
H -0.684 0.211 -2.278
H -1.832 -0.340 -1.233
H 0.474 1.883 -0.306
H -0.318 5.040 2.388
H 2.265 -4.630 -5.468
H -1.941 2.280 6.148
H -0.648 3.444 0.847
H -2.310 2.864 1.196
H -2.179 -3.111 -0.863
```


Entry 5:
Formula: C12H23N3PS3Sr
Source: OMol25
Level of theory: ωB97M-V with the def2-TZVPD basis set

For the relative energy (zero: lowest compared OMol25 entry of this formula, charge and spin), the calculation gives 1.726 eV. As for the HOMO-LUMO gap: 3.4 eV. The spin multiplicity is 1. Its total charge is -1. Its LUMO energy is 2.03 eV.

Structure (XYZ):
```
43
C12H23N3PS3Sr, DFT ωB97M-V with the def2-TZVPD basis set
Sr -0.275 1.883 -0.954
S -3.225 -2.687 1.444
S -1.529 0.207 1.415
S -1.592 -1.371 -1.399
P 2.817 1.421 -1.341
N -5.205 0.510 2.085
N -4.890 1.096 -0.301
N -2.801 2.156 -1.068
C -2.249 -2.111 2.861
C -3.778 1.639 -0.696
C -1.998 -3.097 -1.041
C -1.951 -3.492 0.431
C -1.984 -0.606 2.947
C 0.013 -0.580 0.867
C 0.718 3.957 -0.584
C -0.006 -1.208 -0.555
C 3.560 0.588 -2.823
C 3.633 3.044 -1.417
C 3.830 0.597 -0.042
C -5.010 0.798 0.975
H -1.316 -2.677 2.872
H 3.542 -0.453 0.047
H 4.564 0.963 -3.041
H 0.648 -0.637 -1.219
H 4.898 0.652 -0.269
H 0.277 -1.337 1.606
H -3.006 -3.229 -1.438
H 2.930 0.745 -3.699
H -0.144 4.010 0.160
H 3.645 1.086 0.915
H 4.711 2.938 -1.593
H 3.167 3.625 -2.213
H 0.818 0.166 0.922
H -2.072 -4.576 0.497
H -1.242 -0.409 3.725
H -0.975 -3.259 0.856
H 0.444 -2.203 -0.526
H -2.799 -2.402 3.757
H -1.333 -3.749 -1.614
H 3.620 -0.488 -2.646
H -2.905 -0.087 3.208
H 1.034 5.011 -0.619
H 3.415 3.568 -0.491
```


Entry 6:
Formula: C36H90N6
Source: OMol25
Level of theory: ωB97M-V with the def2-TZVPD basis set

For the relative energy (zero: lowest compared OMol25 entry of this formula, charge and spin), the calculation gives 3.311 eV. As for the HOMO-LUMO gap: 8.8 eV. The SMILES is CCN(CC)CC.CCN(CC)CC.CCN(CC)CC.CCN(CC)CC.CCN(CC)CC.CCN(CC)CC. The spin multiplicity is 1. Its LUMO energy is 0.60 eV.

Structure (XYZ):
```
132
C36H90N6, DFT ωB97M-V with the def2-TZVPD basis set
N -0.429 3.352 -0.840
N 10.289 1.599 4.063
N -8.057 -3.713 -3.061
N 1.273 -5.429 3.036
N -4.600 4.130 6.107
N 1.268 -0.167 -9.453
C -3.146 5.692 7.199
C -5.796 -4.426 -3.976
C -5.476 4.481 3.768
C -0.135 -4.956 3.093
C 1.233 1.251 -9.664
C 2.569 -7.424 2.542
C -6.633 -3.300 -3.450
C -3.880 1.835 6.812
C 2.831 -2.159 -9.120
C -5.015 2.751 6.220
C 2.432 -3.406 3.823
C -8.280 -1.961 -1.472
C 11.307 2.584 3.644
C -1.158 -0.336 -8.947
C 10.633 0.651 5.153
C 0.282 1.073 -1.524
C 0.224 -0.533 -8.483
C 11.904 3.356 4.782
C 11.731 -0.356 4.623
C 0.698 3.792 -0.021
C 0.141 2.572 -1.934
C -4.371 4.759 7.427
C -8.802 -4.472 -4.044
C -5.592 4.815 5.323
C -0.864 -5.156 1.718
C 0.418 4.201 1.485
C 2.660 -0.610 -9.089
C -2.536 4.195 -2.108
C 2.011 -4.831 4.186
C -10.070 -5.231 -3.522
C 2.093 1.716 -10.858
C -1.301 4.510 -1.294
C 8.296 2.837 3.184
C 8.856 2.045 4.347
C -8.803 -2.540 -2.749
C 1.270 -6.873 3.004
H 12.694 0.070 4.342
H 11.482 -0.913 3.720
H 12.677 4.096 4.575
H 8.329 2.285 2.244
H 2.864 -0.195 -8.102
H -9.837 -2.822 -2.553
H -7.606 -1.136 -1.705
H -0.681 5.184 -1.884
H 0.310 -1.584 -8.207
H 1.468 -4.845 5.131
H 0.505 -7.256 2.329
H -2.284 5.127 6.844
H -3.046 1.692 6.124
H 1.630 -2.723 3.543
H 3.346 -7.186 3.268
H 1.102 0.585 -2.052
H -0.578 2.482 -2.748
H -6.256 4.951 3.170
H 12.191 2.122 3.204
H 3.024 -3.400 2.908
H 1.036 3.062 -2.318
H -5.207 5.384 7.743
H -5.996 -5.332 -3.404
H -8.014 -2.735 -0.752
H 10.843 1.051 6.145
H -0.640 0.536 -1.742
H 2.917 -7.144 1.548
H 2.070 2.804 -10.905
H -3.373 6.458 6.458
H -9.177 -1.532 -1.026
H -9.676 -5.829 -2.701
H -3.444 2.214 7.737
H 10.830 3.136 2.834
H -1.490 0.655 -9.257
H 1.091 -7.403 3.940
H -0.162 -4.786 0.972
H 1.642 1.605 -8.717
H -4.255 0.853 7.100
H -4.510 4.882 3.461
H -1.662 5.018 -0.400
H 2.461 -8.507 2.598
H -4.733 -4.231 -3.832
H 9.818 -0.058 5.298
H -8.929 -1.892 -3.616
H -9.001 -3.959 -4.985
H 1.347 2.917 0.011
H -5.960 -4.690 -5.021
H 8.824 2.599 5.285
H 11.128 4.045 5.117
H -1.832 -4.655 1.747
H -10.814 -4.574 -3.071
H -5.953 2.635 6.762
H -0.219 -3.899 3.343
H -6.692 -2.545 -4.234
H -6.563 4.488 5.696
H 3.888 -2.423 -9.073
H -8.124 -5.284 -4.307
H 2.403 -2.596 -10.022
H 8.823 3.777 3.022
H 2.964 -5.354 4.267
H -6.129 -2.884 -2.577
H -5.435 3.418 3.527
H 7.294 3.153 3.475
H -2.216 3.890 -3.104
H -1.079 -6.204 1.511
H -1.824 -0.718 -8.174
H -5.269 2.288 5.266
H -4.094 4.052 8.209
H 2.450 -2.701 -8.254
H 0.170 1.492 -9.679
H 3.000 -2.989 4.655
H -2.796 6.143 8.128
H 12.256 2.674 5.556
H 8.255 1.145 4.475
H 3.121 1.356 -10.908
H -0.571 -5.476 3.946
H -3.066 5.097 -2.412
H 11.861 -1.168 5.338
H -10.548 -5.908 -4.230
H -1.328 -0.898 -9.866
H 3.475 -0.335 -9.758
H 1.556 1.341 -11.729
H -3.252 3.516 -1.645
H 1.324 4.577 -0.446
H -0.293 5.026 1.473
H 0.016 3.333 2.008
H -5.619 5.902 5.395
H 0.432 -0.134 -7.491
H 0.518 0.949 -0.467
H 1.325 4.517 2.001
```


Entry 7:
Formula: C13H26F8NO6PS4
Source: OMol25
Level of theory: ωB97M-V with the def2-TZVPD basis set

As for the HOMO-LUMO gap: 8.6 eV. The spin multiplicity is 1. Its LUMO energy is 0.17 eV.

Structure (XYZ):
```
59
C13H26F8NO6PS4, DFT ωB97M-V with the def2-TZVPD basis set
S -1.619 5.109 -1.744
S 3.553 3.691 -1.825
S -4.384 -0.662 2.372
S 2.634 -1.522 3.126
P -0.526 -3.411 -0.242
F 2.729 -3.014 -3.597
F 2.485 -5.079 -4.188
F 0.927 -5.639 -2.172
F 1.805 -4.503 -0.100
F 3.551 -4.599 -2.367
F 0.226 -3.823 -3.130
F 1.964 -2.530 -1.031
F -0.127 0.576 -1.315
O 1.375 -2.237 3.483
O 1.127 -0.551 -2.738
O 4.040 3.429 -0.443
O -0.677 3.998 -2.056
O -2.427 -1.671 -0.457
O -4.993 0.674 2.137
N -1.019 -1.312 -2.208
C -3.210 4.342 -1.417
C 2.530 -4.244 -3.150
C 3.456 -2.543 1.908
C -5.577 -1.876 1.799
C -4.577 -1.012 4.124
C 1.196 -4.343 -2.365
C 3.818 -1.836 4.438
C 2.099 2.680 -2.074
C 1.189 -3.649 -0.973
C 0.121 -0.454 -2.153
C 2.676 5.258 -1.764
C -1.394 -1.955 -0.997
C -1.291 5.597 -0.047
H 2.853 -2.552 1.010
H -5.637 -1.780 0.717
H -4.264 -2.037 4.325
H 1.637 2.948 -3.024
H 2.416 1.640 -2.093
H -5.617 -0.858 4.410
H -6.547 -1.667 2.250
H 3.412 6.035 -1.570
H 4.792 -1.447 4.141
H -1.836 -0.742 -2.436
H 3.867 -2.908 4.629
H -3.568 3.925 -2.355
H -1.303 4.713 0.589
H 3.468 -1.314 5.325
H 3.537 -3.561 2.291
H 2.181 5.435 -2.719
H 1.945 5.214 -0.956
H 4.442 -2.136 1.684
H -3.935 -0.320 4.664
H 1.395 2.845 -1.261
H -5.230 -2.876 2.061
H -3.909 5.097 -1.059
H -0.309 6.066 -0.020
H -3.080 3.551 -0.679
H -0.107 -2.809 0.956
H -2.047 6.315 0.269
```


Copy entry 5 word for word.
Formula: C12H23N3PS3Sr
Source: OMol25
Level of theory: ωB97M-V with the def2-TZVPD basis set

For the relative energy (zero: lowest compared OMol25 entry of this formula, charge and spin), the calculation gives 1.726 eV. As for the HOMO-LUMO gap: 3.4 eV. The spin multiplicity is 1. Its total charge is -1. Its LUMO energy is 2.03 eV.

Structure (XYZ):
```
43
C12H23N3PS3Sr, DFT ωB97M-V with the def2-TZVPD basis set
Sr -0.275 1.883 -0.954
S -3.225 -2.687 1.444
S -1.529 0.207 1.415
S -1.592 -1.371 -1.399
P 2.817 1.421 -1.341
N -5.205 0.510 2.085
N -4.890 1.096 -0.301
N -2.801 2.156 -1.068
C -2.249 -2.111 2.861
C -3.778 1.639 -0.696
C -1.998 -3.097 -1.041
C -1.951 -3.492 0.431
C -1.984 -0.606 2.947
C 0.013 -0.580 0.867
C 0.718 3.957 -0.584
C -0.006 -1.208 -0.555
C 3.560 0.588 -2.823
C 3.633 3.044 -1.417
C 3.830 0.597 -0.042
C -5.010 0.798 0.975
H -1.316 -2.677 2.872
H 3.542 -0.453 0.047
H 4.564 0.963 -3.041
H 0.648 -0.637 -1.219
H 4.898 0.652 -0.269
H 0.277 -1.337 1.606
H -3.006 -3.229 -1.438
H 2.930 0.745 -3.699
H -0.144 4.010 0.160
H 3.645 1.086 0.915
H 4.711 2.938 -1.593
H 3.167 3.625 -2.213
H 0.818 0.166 0.922
H -2.072 -4.576 0.497
H -1.242 -0.409 3.725
H -0.975 -3.259 0.856
H 0.444 -2.203 -0.526
H -2.799 -2.402 3.757
H -1.333 -3.749 -1.614
H 3.620 -0.488 -2.646
H -2.905 -0.087 3.208
H 1.034 5.011 -0.619
H 3.415 3.568 -0.491
```